[1]
A molecular structure, C24H25CrF2N2O4SSe2. Source: OMol25; level of theory: the ωB97M-V functional and the def2-TZVPD basis.

Summary:
HOMO-LUMO gap (alpha / beta): 8.555 / 7.985 eV
Relative energy (zero: lowest compared OMol25 entry of this formula, charge and spin): 0.000 eV
<S²>: 1.02
E: -211848.579 eV
Multiplicity: 2
Highest occupied orbital energy (alpha / beta): -8.5 / -7.8 eV
Lowest unoccupied orbital energy (alpha / beta): 0.001 / 0.005 Eh
Total charge: 0

Last column: Mulliken charge in e.
Atoms and positions in Å:
Cr: -0.044157 -0.036724 -0.481556  0.182
C: -3.848627 -0.243499 -1.093123  -1.116
Se: -2.203617 -1.260489 -1.259381  0.512
C: -2.420583 -2.488398 0.239930  -0.837
C: -2.153915 -1.872621 1.601281  -0.770
Se: -0.325158 -1.240600 1.855025  0.331
C: 0.538119 -2.977078 1.776648  -1.117
H: -4.627966 -0.731230 -1.670976  0.383
H: -3.647907 0.747878 -1.493549  0.309
H: -4.150201 -0.166674 -0.051489  0.365
H: -1.727037 -3.298995 0.018880  0.378
H: -3.433564 -2.889952 0.194005  0.600
H: -2.339962 -2.597022 2.395152  0.533
H: -2.784827 -1.004018 1.787669  0.352
H: 0.119225 -3.600789 2.563645  0.407
H: 1.594251 -2.804307 1.969825  0.342
H: 0.427666 -3.411277 0.789102  0.276
F: -3.428987 2.998122 2.543742  -0.361
C: -2.161715 2.723838 2.178692  0.204
C: -1.929916 1.699109 1.282499  -0.609
C: -0.631752 1.397600 0.890959  -0.035
C: 0.427612 2.168934 1.408904  0.195
C: 0.133539 3.188255 2.307829  0.950
F: 1.121858 3.951766 2.827084  -0.355
C: -1.148434 3.489178 2.716492  -1.011
C: 1.773974 1.823655 0.926512  -0.249
C: 2.967692 2.466591 1.256163  -1.131
C: 4.152445 2.023172 0.698832  -0.526
C: 4.140137 0.945424 -0.173232  -1.049
C: 2.925757 0.358378 -0.462839  -0.388
N: 1.777065 0.785223 0.065834  1.420
H: -2.783721 1.172334 0.881853  0.462
H: -1.340322 4.289303 3.415580  0.527
H: 2.963604 3.300846 1.936459  0.605
H: 5.082080 2.519326 0.946303  0.447
H: 5.045664 0.568402 -0.626018  0.487
H: 2.847302 -0.479684 -1.139783  0.355
C: 3.391854 5.536460 -5.103907  -1.472
C: 2.489224 4.462918 -4.560818  1.049
C: 2.406084 4.223276 -3.191180  -1.012
C: 1.560245 3.250136 -2.686828  -0.110
C: 0.783351 2.506666 -3.563578  -0.354
C: 0.843867 2.729662 -4.931099  -0.517
C: 1.699227 3.703932 -5.420081  -0.768
S: -0.232854 1.208619 -2.935498  1.744
O: -1.210295 0.896914 -3.945561  -0.811
O: -0.736566 1.694510 -1.626764  -0.816
N: 0.678237 0.039209 -2.451982  0.090
C: 0.831096 -1.218678 -3.145599  -0.747
C: 0.908130 -2.299229 -2.066942  0.367
O: 1.115995 -3.461958 -2.338377  -0.708
O: 0.651348 -1.859440 -0.858695  -0.284
H: 4.131413 5.842495 -4.365188  0.356
H: 2.814253 6.419595 -5.384227  0.305
H: 3.917970 5.192847 -5.994782  0.374
H: 3.011190 4.809346 -2.509499  0.352
H: 1.490815 3.072760 -1.620983  0.251
H: 0.218774 2.148190 -5.595173  0.496
H: 1.750654 3.881375 -6.487869  0.386
H: 1.743132 -1.264323 -3.745759  0.378
H: -0.013481 -1.448732 -3.802700  0.385

Cartesian forces, eV/Å:
Cr 0.09 -0.11 0.11
C 0.02 0.03 0.01
Se 0.02 0.00 0.09
C 0.02 0.01 0.00
C 0.02 0.01 -0.02
Se 0.01 -0.03 -0.15
C -0.03 0.00 0.05
H 0.00 0.00 0.00
H 0.00 0.00 0.00
H 0.00 0.00 0.01
H -0.01 -0.01 0.03
H 0.00 0.00 -0.02
H -0.03 -0.01 0.00
H -0.02 -0.01 0.00
H 0.01 -0.01 0.00
H 0.00 0.00 -0.01
H 0.01 0.00 0.00
F 0.00 0.00 0.01
C -0.01 -0.01 -0.02
C 0.00 0.00 0.02
C 0.03 0.07 0.04
C 0.04 -0.04 -0.01
C -0.01 0.04 -0.01
F 0.00 -0.01 0.01
C 0.03 -0.01 0.01
C -0.04 0.00 0.01
C 0.02 -0.01 0.00
C -0.01 0.00 0.00
C 0.01 0.01 0.01
C 0.00 -0.01 0.01
N 0.01 -0.02 0.04
H -0.03 -0.02 -0.01
H -0.01 0.00 0.00
H -0.01 0.00 0.00
H 0.00 0.00 0.00
H 0.00 0.00 0.00
H 0.00 0.00 0.00
C 0.00 -0.01 0.00
C 0.00 0.00 -0.02
C 0.00 0.00 0.02
C 0.01 0.00 0.00
C -0.02 -0.01 -0.08
C 0.00 0.01 0.02
C 0.00 0.01 0.00
S 0.04 0.04 -0.01
O 0.01 -0.03 -0.01
O -0.07 0.09 -0.18
N -0.07 0.09 0.07
C 0.12 0.00 0.00
C -0.46 -0.08 -0.03
O 0.18 0.04 0.01
O 0.14 -0.02 0.00
H 0.00 0.00 0.00
H 0.00 0.00 0.00
H 0.00 0.00 0.00
H 0.00 0.00 0.00
H 0.00 0.00 0.00
H 0.00 0.00 0.00
H 0.00 0.00 0.00
H 0.00 0.02 -0.02
H 0.01 -0.02 0.03

[2]
2 unconnected molecules or ions with the total composition CH5OPS at a distorted geometry. Source: OMol25; level of theory: the ωB97M-V functional and the def2-TZVPD basis.

Summary:
HOMO-LUMO gap: 10.047 eV
Relative energy (zero: lowest compared OMol25 entry of this formula, charge and spin): 2.373 eV
E: -23287.865 eV
Highest occupied orbital energy: -9.6 eV
Lowest unoccupied orbital energy: 0.015 Eh
Total charge: 0

Last column: Mulliken charge in e.
Atoms and positions in Å:
C: 0.435865 0.080764 -1.202117  -0.623
O: 0.193300 2.143355 0.743143  -0.565
P: 0.055532 1.589742 -0.593399  0.538
S: -0.234938 -2.435042 2.187834  -0.208
H: 0.807944 -0.736937 -0.676119  0.297
H: -1.180590 -1.461273 2.159342  0.154
H: 0.407000 0.156266 -2.234694  0.260
H: 0.024824 -1.914262 1.016072  0.034
H: -0.508937 2.577387 -1.400062  0.114

Cartesian forces, eV/Å:
C -1.15 3.59 0.96
O -0.02 0.23 1.18
P 0.71 -1.81 -0.09
S -0.77 0.54 0.32
H 0.61 -0.97 0.73
H 0.02 -0.43 0.67
H -0.17 -0.54 -2.01
H 0.72 -0.12 -0.96
H 0.06 -0.48 -0.81

[3]
2 unconnected molecules or ions with the total composition C11H18ClFN2O7S at a distorted geometry. Source: OMol25; level of theory: the ωB97M-V functional and the def2-TZVPD basis.

Summary:
HOMO-LUMO gap: 5.306 eV
E: -55074.888 eV
Highest occupied orbital energy: -8.0 eV
Lowest unoccupied orbital energy: -0.101 Eh
Total charge: 0

Last column: Mulliken charge in e.
Atoms and positions in Å:
C: 3.298496 -1.589174 0.620230  -1.266
C: 1.898814 -1.768161 0.031850  0.287
C: 1.909169 -1.246763 -1.374158  -0.701
O: 0.616865 -1.500245 -2.095854  -0.474
C: -0.193936 -0.526188 -1.798841  0.466
C: 0.002114 0.760227 -2.383546  -0.031
N: -0.696055 1.826698 -2.199268  -1.047
N: -1.691223 1.703125 -1.325815  0.562
C: -1.955827 0.573496 -0.700911  -0.092
C: -3.081492 0.661859 0.300102  -0.871
C: -2.690838 1.706761 1.387716  0.157
C: -1.216390 1.700124 1.762331  -1.179
F: -3.124384 2.959339 1.005301  -0.372
C: -1.268886 -0.606646 -0.906415  0.214
S: -1.692899 -2.152333 -0.090609  1.664
C: -3.449439 -2.472097 -0.264266  -1.257
O: -1.322264 -2.066836 1.288103  -0.617
O: -1.032503 -3.222872 -0.764688  -0.692
H: 3.971913 -2.396842 0.347392  0.366
H: 3.214752 -1.530581 1.697979  0.356
H: 3.649710 -0.630954 0.245484  0.319
H: 1.555052 -2.794325 0.093051  0.308
H: 1.243735 -1.132981 0.629300  -0.070
H: 2.102580 -0.172680 -1.341474  0.390
H: 2.715060 -1.672400 -1.960736  0.397
H: 0.839604 0.852204 -3.063768  0.590
H: -2.246160 2.532433 -1.146450  0.313
H: -3.232985 -0.260796 0.836499  0.231
H: -3.974005 1.044117 -0.192550  0.344
H: -3.238143 1.412943 2.281381  0.459
H: -0.839651 0.678518 1.786917  0.236
H: -0.638124 2.328583 1.088037  0.412
H: -1.086453 2.094035 2.764307  0.400
H: -3.940083 -1.727450 -0.884147  0.365
H: -3.598673 -3.492452 -0.589593  0.416
H: -3.857605 -2.388016 0.741094  0.486
O: 5.833754 2.973568 0.224190  -0.658
Cl: 4.618230 2.511952 0.838257  1.682
O: 3.471720 3.050132 0.128807  -0.694
O: 4.569035 2.920385 2.218622  -0.663
O: 4.557415 1.060291 0.766137  -0.734

Cartesian forces, eV/Å:
C -0.49 0.12 -0.44
C -0.10 -0.03 0.31
C 0.82 -0.06 0.00
O 0.54 0.32 0.30
C -0.88 0.14 0.55
C 1.11 -0.09 -0.69
N -0.40 0.42 0.16
N 0.71 -0.50 -0.58
C -2.01 -0.46 1.29
C 0.91 1.39 0.21
C 0.15 -1.23 0.76
C -0.27 0.32 0.00
F 0.10 0.31 -0.36
C 0.36 -0.04 -0.99
S 0.92 -2.31 0.51
C -0.19 0.90 0.68
O -0.71 1.31 0.58
O -0.12 0.18 -1.15
H 0.07 -0.01 -0.10
H 0.22 0.03 0.16
H 0.53 -0.11 0.37
H -0.19 -0.13 -0.11
H -0.33 -0.12 0.06
H -0.13 0.12 -0.14
H -0.25 -0.35 -0.34
H -0.03 0.11 -0.10
H 0.10 0.14 0.03
H -0.18 -0.20 -0.19
H -0.27 -0.35 0.06
H -0.36 0.23 0.01
H 0.09 -0.07 -0.14
H 0.21 -0.13 -0.08
H 0.00 0.18 0.07
H -0.02 -0.18 -0.30
H 0.31 -0.05 -0.40
H -0.03 0.05 0.07
O -0.06 -0.01 -0.02
Cl -0.01 0.07 0.05
O -0.13 -0.01 -0.07
O -0.05 -0.01 -0.05
O 0.08 0.14 0.00

[4]
5 unconnected molecules or ions with the total composition C10H25F5N5O4. Source: OMol25; level of theory: the ωB97M-V functional and the def2-TZVPD basis.

Summary:
HOMO-LUMO gap: 8.360 eV
E: -39995.243 eV
Highest occupied orbital energy: -11.6 eV
Lowest unoccupied orbital energy: -0.119 Eh
Total charge: +1

Last column: Mulliken charge in e.
Atoms and positions in Å:
C: -5.187913 -1.529565 1.201604  -0.807
N: -4.795710 -2.626782 0.324204  -0.295
C: -3.601253 -2.374614 -0.421871  -0.761
N: -2.435457 -2.500999 0.463562  0.545
N: -2.017054 -3.718870 0.918950  -0.285
C: -0.982643 -3.508484 1.712031  -0.279
N: -0.699179 -2.220832 1.800621  -0.444
C: -1.615336 -1.617493 1.043873  0.278
N: -1.754289 -0.287423 0.848344  0.038
C: -0.878316 0.722980 1.382846  0.297
F: -0.610942 0.485871 2.657578  -0.241
F: -1.542414 1.870779 1.269102  -0.302
C: 0.455194 0.870781 0.608746  0.891
F: 0.187944 1.092827 -0.688269  -0.290
F: 1.153285 1.899623 1.096238  -0.234
F: 1.173797 -0.249033 0.725275  -0.242
H: -6.146767 -1.777312 1.657542  0.357
H: -5.290296 -0.561524 0.690211  0.306
H: -4.471959 -1.417185 2.020809  0.263
H: -5.545001 -2.865027 -0.315015  0.285
H: -3.506325 -1.387927 -0.899255  0.365
H: -3.488681 -3.129330 -1.204791  0.406
H: -2.517280 -4.563475 0.681442  0.243
H: -0.437471 -4.285753 2.247988  0.699
H: -2.518515 0.073096 0.297796  0.221
C: 2.243975 3.228509 -2.402815  -0.561
O: 2.686346 3.950133 -1.264274  -0.480
H: 2.833116 3.587057 -3.245213  0.328
H: 2.411094 2.152205 -2.303884  0.194
H: 1.186852 3.409460 -2.618908  0.275
H: 2.190384 3.663572 -0.492509  0.260
C: 4.906321 -0.013188 -2.806177  -0.420
O: 4.655385 0.528807 -4.091098  -0.490
H: 4.669758 -1.073946 -2.859329  0.225
H: 5.952282 0.091874 -2.508269  0.269
H: 4.275467 0.444081 -2.036393  0.130
H: 4.890456 1.461374 -4.076707  0.294
C: 1.264401 -4.819471 5.049283  -0.587
O: 0.953215 -4.330377 3.740494  -0.487
H: 1.046631 -5.884027 5.042423  0.239
H: 2.319812 -4.679719 5.283088  0.262
H: 0.654467 -4.337226 5.814346  0.278
H: 1.186307 -3.395749 3.706387  0.274
C: 0.801763 6.748212 -2.935200  -0.510
O: 2.099922 6.669680 -3.497751  -0.497
H: 0.386171 7.706495 -3.238949  0.277
H: 0.142134 5.956340 -3.305569  0.211
H: 0.826490 6.709245 -1.842547  0.234
H: 2.489831 5.832329 -3.229992  0.270

Cartesian forces, eV/Å:
C -0.22 0.06 0.28
N 0.09 0.21 -0.31
C 0.02 -0.25 0.00
N -0.05 -0.32 -0.08
N -0.27 -0.05 -0.21
C 0.32 -0.26 0.26
N 0.07 0.19 0.17
C -0.08 0.30 -0.23
N 0.23 0.05 0.03
C -0.03 -0.29 -0.20
F 0.12 -0.05 0.40
F -0.21 0.43 -0.07
C 0.29 0.01 -0.13
F 0.13 -0.08 0.41
F -0.22 -0.35 -0.21
F -0.16 0.34 -0.14
H 0.09 0.07 -0.03
H 0.03 -0.10 -0.05
H 0.00 -0.05 -0.10
H 0.03 -0.09 0.09
H -0.08 -0.01 0.11
H 0.00 0.14 0.01
H -0.02 0.02 0.06
H -0.11 0.10 -0.11
H 0.03 -0.06 0.02
C 0.00 0.00 0.04
O 0.00 0.02 -0.02
H -0.01 -0.06 -0.05
H 0.00 0.00 -0.03
H 0.00 -0.01 -0.01
H 0.00 0.02 -0.02
C -0.01 -0.04 0.02
O -0.05 0.09 0.07
H 0.01 -0.01 0.00
H 0.01 0.01 -0.01
H 0.01 0.01 0.01
H 0.03 -0.04 -0.05
C -0.01 -0.11 -0.05
O -0.04 0.19 0.02
H 0.01 0.00 0.03
H 0.01 0.00 -0.02
H -0.01 0.02 -0.01
H 0.06 -0.05 0.03
C 0.04 0.06 -0.02
O -0.06 -0.13 -0.02
H -0.03 0.00 0.02
H 0.00 -0.01 -0.01
H 0.01 0.00 0.01
H 0.06 0.09 0.10

[5]
2 unconnected molecules or ions with the total composition C4H5NO2 at a distorted geometry. Source: OMol25; level of theory: the ωB97M-V functional and the def2-TZVPD basis.

Summary:
HOMO-LUMO gap: 10.635 eV
Relative energy (zero: lowest compared OMol25 entry of this formula, charge and spin): 2.886 eV
SMILES: [H]/N=C/C(=O)O.C#C
E: -9811.429 eV
Highest occupied orbital energy: -10.4 eV
Lowest unoccupied orbital energy: 0.009 Eh
Total charge: 0

Last column: Mulliken charge in e.
Atoms and positions in Å:
H: -2.472072 -0.488253 0.864905  0.264
N: -1.816829 -0.300192 0.111144  -0.607
C: -0.744712 -0.953613 0.119538  0.127
C: 0.241048 -0.663799 -1.019128  0.318
O: 1.142747 -1.422832 -1.263888  -0.547
O: -0.224455 0.252342 -1.864424  -0.485
H: -0.442380 -1.745092 0.806997  0.430
H: -1.075620 0.577895 -1.511587  0.413
C: 1.688647 1.121314 0.439537  -0.381
C: 0.951955 1.210280 1.388245  -0.396
H: 2.470067 1.024227 -0.257783  0.450
H: 0.281604 1.387723 2.186443  0.413

Cartesian forces, eV/Å:
H 0.11 -0.30 -0.01
N -0.24 0.36 0.05
C 0.53 0.16 -0.11
C -1.45 -1.63 -0.57
O 0.21 0.77 0.27
O 0.55 0.27 -0.12
H -0.04 0.10 0.05
H 0.10 -0.02 0.18
C -0.37 0.21 1.53
C 0.61 0.23 -0.90
H 0.20 -0.09 -0.58
H -0.20 -0.08 0.19

[6]
A single C5H7NO molecule. Source: OMol25; level of theory: the ωB97M-V functional and the def2-TZVPD basis.

Summary:
HOMO-LUMO gap: 9.542 eV
Relative energy (zero: lowest compared OMol25 entry of this formula, charge and spin): 0.219 eV
SMILES: C[C@H]1C=CNC1=O
E: -8835.984 eV
Highest occupied orbital energy: -8.6 eV
Lowest unoccupied orbital energy: 0.033 Eh
Total charge: 0

Last column: Mulliken charge in e.
Atoms and positions in Å:
C: 0.596303 -1.758098 0.311388  -1.371
C: -0.120757 -0.529142 -0.221642  0.882
C: -1.053362 0.237669 0.683891  -0.609
C: -0.900296 1.540969 0.441501  -0.431
N: 0.141708 1.759624 -0.475633  -0.063
C: 0.779579 0.570176 -0.786773  0.023
O: 1.810708 0.456862 -1.412467  -0.613
H: -0.130791 -2.474953 0.707107  0.359
H: 1.301648 -1.503549 1.106928  0.341
H: 1.152226 -2.241516 -0.497038  0.316
H: -0.704467 -0.833061 -1.108178  0.181
H: -1.746619 -0.207710 1.384978  0.366
H: -1.411891 2.388372 0.882010  0.401
H: 0.286012 2.594356 -1.016074  0.217

Cartesian forces, eV/Å:
C 0.05 -0.05 0.04
C 0.03 -0.05 -0.01
C -0.03 0.14 -0.01
C -0.07 -0.14 0.07
N 0.04 -0.05 -0.10
C 0.09 -0.07 -0.23
O -0.43 0.03 0.09
H 0.13 0.09 -0.05
H -0.10 0.00 -0.07
H -0.03 0.08 0.15
H 0.03 -0.01 0.10
H 0.07 0.08 -0.12
H 0.04 -0.15 -0.10
H 0.18 0.11 0.23